Density functional theory data (ωB97M-V/def2-TZVPD) for C50H40N5O2Sc as an isolated structure.

Computed properties:
**Total energy**: -3114.4127 hartree
**Multiplicity**: 1

Each line ends with the Löwdin charge.
CARTESIAN COORDINATES (ANGSTROEM)
Sc: 0.30285 -0.17512 0.34422  1.04
C: 3.93838 1.06300 4.88329  -0.15
C: 1.98904 0.25426 5.39959  -0.14
C: 1.20059 -0.46471 4.30719  0.03
C: 1.46752 -1.19073 3.19999  -0.27
C: 2.81537 -1.75011 2.74643  -0.07
C: 4.02577 0.52869 3.42569  -0.10
N: 0.40883 -1.39669 2.26847  0.01
C: -0.50800 -2.31856 2.47830  -0.22
C: -0.45320 -3.34407 3.48582  -0.01
C: -1.43103 -4.28160 3.56294  -0.07
C: -2.56656 -4.28672 2.69550  -0.09
C: -2.69607 -3.30703 1.76657  -0.02
C: -1.69163 -2.30918 1.64888  -0.22
N: -1.77760 -1.21804 0.87675  -0.02
N: -2.82040 -0.96296 0.18924  0.09
C: -2.72808 0.29720 -0.39541  -0.32
C: -3.80418 0.71599 -1.18464  0.00
C: -3.79280 1.98663 -1.70953  -0.05
C: -2.71538 2.82707 -1.43275  -0.06
C: -1.67995 2.32748 -0.67512  -0.13
N: -1.65790 1.08481 -0.17266  0.05
H: 4.79311 1.65574 5.20388  0.15
H: 1.35022 0.32568 6.28069  0.13
H: 0.15140 -0.17316 4.35579  0.12
H: 2.92440 -1.62988 1.67367  0.10
H: 5.01881 0.64405 2.98392  0.14
H: 0.39261 -3.36200 4.15950  0.11
H: -1.35095 -5.06221 4.31034  0.10
H: -3.31184 -5.06286 2.79785  0.10
H: -3.54982 -3.25101 1.10464  0.11
H: -4.61655 0.02373 -1.34962  0.11
H: -4.61562 2.33188 -2.32185  0.11
H: -2.67323 3.84004 -1.80533  0.11
H: -0.81237 2.93870 -0.46448  0.10
O: 0.30299 -1.30758 -1.17800  -0.24
C: 0.38670 -1.31713 -2.56019  -0.44
C: 0.03159 0.11122 -3.05757  -0.04
C: 0.98137 1.18603 -2.60011  -0.22
C: 1.72366 1.89657 -3.53744  -0.01
C: 2.56827 2.90616 -3.11727  -0.03
C: 2.66321 3.17722 -1.76487  0.00
C: 1.91675 2.42175 -0.87328  -0.25
C: 2.08687 2.59946 0.60762  -0.05
C: 2.87829 1.37741 1.16112  -0.45
O: 2.15016 0.25049 0.83702  -0.25
C: 4.24176 1.37102 0.46683  -0.15
C: 4.50282 0.46580 -0.55103  0.00
C: 5.70734 0.51399 -1.24149  -0.06
C: 6.66090 1.46682 -0.91769  -0.09
C: 6.40722 2.37219 0.10614  -0.08
C: 5.20372 2.32319 0.79240  -0.04
C: 3.02337 1.41096 2.67077  -0.09
C: 3.74757 -0.97248 3.60687  -0.16
C: 3.78260 -1.34124 4.89020  -0.01
C: 3.48281 -0.14625 5.71415  -0.19
C: 2.53669 1.68623 4.92715  -0.17
C: 2.25102 2.08661 3.52000  0.02
N: 1.08345 1.45176 -1.28782  0.11
C: 1.80305 -1.72023 -2.98591  -0.12
C: 2.30460 -1.43722 -4.25459  -0.04
C: 3.59356 -1.80379 -4.61082  -0.08
C: 4.40486 -2.46689 -3.70140  -0.10
C: 3.91277 -2.75916 -2.43890  -0.08
C: 2.62285 -2.38784 -2.08422  -0.02
C: -0.64539 -2.30418 -3.12101  -0.12
C: -1.34199 -3.13493 -2.25180  -0.01
C: -2.28634 -4.03062 -2.73521  -0.07
C: -2.54895 -4.10916 -4.09327  -0.10
C: -1.85511 -3.28590 -4.96923  -0.08
C: -0.91160 -2.39302 -4.48544  -0.03
H: -0.97482 0.32185 -2.68467  0.12
H: -0.02487 0.14602 -4.14483  0.11
H: 1.62908 1.64954 -4.58573  0.11
H: 3.15278 3.46822 -3.83406  0.11
H: 3.33105 3.94005 -1.38905  0.12
H: 1.10876 2.63233 1.10177  0.11
H: 2.59613 3.54009 0.82046  0.13
H: 3.75183 -0.27066 -0.80407  0.10
H: 5.89142 -0.19843 -2.03647  0.10
H: 7.60044 1.50292 -1.45426  0.10
H: 7.15135 3.11275 0.37131  0.10
H: 5.00911 3.02615 1.59670  0.12
H: 2.85760 -2.81608 2.99588  0.13
H: 3.52371 -2.34798 5.19942  0.12
H: 3.72947 -0.13788 6.77463  0.14
H: 2.37037 2.44882 5.68632  0.14
H: 1.45016 2.75626 3.23296  0.11
H: 1.69126 -0.91843 -4.98023  0.10
H: 3.96544 -1.56869 -5.60014  0.10
H: 5.41227 -2.75323 -3.97549  0.10
H: 4.53651 -3.27381 -1.71858  0.11
H: 2.24790 -2.60771 -1.09378  0.12
H: -1.14208 -3.07247 -1.19150  0.10
H: -2.81898 -4.66890 -2.04122  0.10
H: -3.28633 -4.80708 -4.46839  0.10
H: -2.04664 -3.33898 -6.03353  0.10
H: -0.37710 -1.77034 -5.19169  0.10

***

Density functional theory data (ωB97M-V/def2-TZVPD) for C50H40N7O7P2RuTe as an isolated structure at a distorted geometry.

Computed properties:
**Total energy**: -3884.6837 hartree
**Multiplicity**: 6
**Energy above the lowest of the compared OMol25 structures with the same formula, charge and spin**: 0.0 kJ/mol

Each line ends with the Mulliken spin population.
CARTESIAN COORDINATES (ANGSTROEM)
Ru: -1.03931 -0.00957 0.04457  3.58
Te: 2.76970 -2.15768 -0.53740  0.01
C: 4.80674 -1.62614 -0.41867  -0.02
C: 5.29606 -0.82895 0.60619  0.04
C: 6.64690 -0.51665 0.61864  0.01
N: 7.51302 -0.93929 -0.30411  0.00
C: 7.02944 -1.71044 -1.27775  0.00
C: 5.69703 -2.08298 -1.37796  0.01
C: 1.99071 -0.42028 0.52530  0.44
P: 0.72143 -1.12473 1.64048  0.02
C: 0.38779 -0.26342 3.23509  -0.06
C: 1.33980 0.36688 4.02468  0.02
C: 0.99050 0.87009 5.27074  0.01
C: -0.31287 0.76697 5.73168  0.00
C: -1.27456 0.15126 4.93938  0.01
C: -0.92303 -0.37221 3.70351  0.02
C: 1.51313 -2.57564 2.46081  0.09
C: 2.73883 -2.46553 3.11376  0.03
C: 3.28354 -3.55183 3.77687  0.01
C: 2.59848 -4.76145 3.81951  0.00
C: 1.36673 -4.87450 3.19602  0.01
C: 0.83093 -3.78600 2.51659  0.00
P: 1.30765 0.63935 -0.82715  0.08
C: 1.22910 2.45525 -0.49557  -0.01
C: 2.20444 3.15335 0.21045  0.01
C: 2.13689 4.53522 0.32186  0.01
C: 1.08163 5.23317 -0.24654  0.00
C: 0.09089 4.53877 -0.92755  0.00
C: 0.16956 3.15992 -1.06159  -0.02
C: 2.69477 0.74556 -2.03713  0.12
C: 3.98007 1.00537 -1.55673  0.03
C: 5.05295 1.11976 -2.42569  0.00
C: 4.85214 0.98745 -3.79359  0.00
C: 3.57697 0.73842 -4.27942  0.00
C: 2.50157 0.61333 -3.40774  -0.01
H: 4.63440 -0.43316 1.36546  0.00
H: 7.05810 0.10482 1.40761  0.00
H: 7.74443 -2.03520 -2.02660  0.00
H: 5.36430 -2.69873 -2.20531  0.00
H: 2.35117 0.49981 3.65861  0.00
H: 1.74147 1.36000 5.88027  0.00
H: -0.58122 1.16961 6.70072  0.00
H: -2.30207 0.09405 5.27985  0.00
H: -1.67180 -0.84603 3.07859  -0.01
H: 3.27325 -1.52500 3.10519  0.01
H: 4.24447 -3.45420 4.26727  0.00
H: 3.02589 -5.61054 4.33870  0.00
H: 0.82067 -5.80940 3.23566  0.00
H: -0.13023 -3.87841 2.02583  0.00
H: 3.00987 2.62404 0.70332  0.00
H: 2.90936 5.06608 0.86622  0.00
H: 1.03310 6.31137 -0.15871  0.00
H: -0.75122 5.07339 -1.35138  0.00
H: -0.59128 2.62443 -1.61653  0.00
H: 4.15050 1.09869 -0.49344  0.03
H: 6.04592 1.30628 -2.03361  0.00
H: 5.68949 1.07522 -4.47567  0.00
H: 3.41506 0.64037 -5.34579  0.00
H: 1.50854 0.42279 -3.79022  0.00
O: -0.29538 1.51210 1.48016  0.26
C: -0.71433 2.55560 2.12511  -0.01
C: 0.19474 3.27301 2.94021  0.02
C: -0.19403 4.36091 3.68148  -0.01
C: -1.52364 4.80037 3.65497  0.01
C: -2.42086 4.14131 2.84960  -0.01
C: -2.04541 3.03653 2.07060  0.00
C: -2.99450 2.42953 1.15749  0.02
N: -2.76257 1.47174 0.27133  0.03
C: -3.93054 1.28259 -0.44934  0.00
C: -4.88562 2.12026 0.01155  0.01
N: -4.28466 2.83482 1.02881  0.00
H: 1.22017 2.92668 2.95591  0.00
H: 0.53425 4.88484 4.28988  0.00
H: -1.83667 5.65127 4.24644  0.00
H: -3.44279 4.50719 2.81971  0.00
H: -3.98803 0.56232 -1.25090  0.02
H: -5.91099 2.27239 -0.27734  0.00
H: -4.72437 3.55476 1.57014  0.00
C: -3.24086 -5.28935 0.74247  0.00
N: -3.30000 -3.83943 0.64224  0.00
C: -4.41014 -3.05531 0.84807  0.00
C: -3.98640 -1.76455 0.74458  0.02
N: -2.63396 -1.74892 0.48767  -0.01
C: -2.26027 -3.00631 0.43649  0.04
H: -4.24419 -5.69299 0.64792  0.00
H: -2.83247 -5.59226 1.70551  0.00
H: -2.62050 -5.69542 -0.05324  0.00
H: -5.38377 -3.47846 1.03588  0.00
H: -4.56095 -0.85760 0.82464  0.00
H: -1.26205 -3.34269 0.20519  -0.03
O: -0.64302 0.63975 -3.26789  0.00
C: -1.41466 -0.28404 -3.03468  0.05
O: -1.52018 -1.01360 -1.98692  0.06
C: -2.45192 -0.60151 -4.10457  0.01
C: -2.35480 -0.04062 -5.36661  0.00
C: -3.33680 -0.31306 -6.29939  0.00
C: -4.42592 -1.10938 -6.01273  0.00
C: -4.50676 -1.64024 -4.74330  0.00
C: -3.53385 -1.40988 -3.79008  0.00
N: -5.68136 -2.46371 -4.39086  0.00
O: -6.43579 -2.78010 -5.28456  0.00
O: -5.81994 -2.77243 -3.22537  0.00
N: -3.24072 0.29046 -7.64685  0.00
O: -4.08656 -0.01754 -8.46040  0.00
O: -2.32233 1.05210 -7.85416  0.00
H: -1.52672 0.60814 -5.61552  0.00
H: -5.18998 -1.30174 -6.75011  0.00
H: -3.60971 -1.85065 -2.80679  0.00